1.
C30H46BrN3P2SeTi as an isolated structure in a non-equilibrium geometry, computed with ωB97M-V/def2-TZVPD.

LUMO energy (spin up / spin down)   -6.43 / -8.98 eV
Gap between HOMO and LUMO (spin up / spin down)   5.49 / 2.94 eV
Spin multiplicity   3
Net charge   +2
Energy relative to the best compared isomer or geometry (same formula, charge and spin)   97.87 kcal/mol

XYZ file:
```
84
Properties=species:S:1:pos:R:3:forces:R:3
C -6.506237 -2.524475 3.956686 0.09 0.32 -0.05
C -5.984258 -2.804847 2.681160 -0.61 -0.53 -0.17
C -6.669842 -3.754166 1.909564 -0.61 -0.87 0.06
C -7.685586 -4.530262 2.485160 0.31 0.99 0.24
N -8.106803 -4.320856 3.737820 0.42 -0.16 0.06
C -7.535392 -3.340730 4.450015 -0.02 -0.11 -0.84
C -4.726108 -2.353280 2.060277 -0.52 -0.18 -0.51
C -3.902607 -3.064873 1.313842 1.56 -1.08 1.51
C -2.514768 -3.071415 0.934359 -1.27 -1.65 -0.82
C -2.368894 -2.418784 -0.335469 0.48 0.19 -0.74
C -1.225237 -1.642672 -0.580622 1.95 -1.84 0.34
C -0.049964 -2.025854 0.104505 -2.49 1.13 -0.48
C -0.125215 -2.850778 1.235269 -0.57 -0.64 0.68
C -1.365802 -3.281038 1.739212 1.10 0.23 -0.12
Ti -3.407196 -1.251616 0.939843 -0.94 4.63 1.56
P -2.171953 1.331733 -1.360536 0.06 1.80 -1.40
H -6.445023 -3.923236 0.851600 0.30 -0.02 0.51
H -6.197686 -1.659778 4.557361 0.32 -0.62 -0.20
H -8.139795 -5.344323 1.917103 -0.05 0.31 0.20
H -7.912813 -3.221219 5.462820 0.05 0.18 -0.19
H -1.478395 -3.757375 2.722166 0.26 0.06 -0.61
H -3.153610 -2.488296 -1.085186 -0.14 0.13 0.04
H 0.802749 -3.117823 1.736365 -0.29 0.03 0.11
H -1.205036 -0.862446 -1.325386 0.17 -0.62 -0.31
C -0.508933 1.631577 -2.184272 0.06 -0.46 0.74
C -0.479674 1.974938 -3.680124 -0.02 -0.02 -0.29
H 0.052745 0.702034 -1.988022 0.07 0.46 -0.24
H -0.010116 2.419707 -1.600893 -0.14 -0.26 -0.08
H 0.540377 2.289771 -3.952207 -0.32 -0.14 0.14
H -0.713332 1.092081 -4.296684 -0.01 0.38 0.21
H -1.154940 2.802315 -3.954793 0.30 -0.47 0.11
C -3.174909 0.880104 -2.852082 -0.18 -0.65 0.07
C -4.637636 0.616258 -2.504071 -0.03 -0.02 -0.09
H -2.707890 0.005099 -3.340973 -0.22 0.26 0.30
H -3.117899 1.686022 -3.587375 0.22 0.06 0.24
H -5.208960 0.400883 -3.418022 0.11 -0.09 0.38
H -4.700906 -0.243847 -1.822494 -0.26 0.02 -0.14
H -5.115420 1.478380 -2.018549 0.14 -0.20 -0.10
C -2.797312 3.048454 -1.020150 -0.06 -0.36 0.47
C -2.890122 4.016349 -2.199718 -0.09 0.26 -0.07
H -2.157016 3.453766 -0.220143 -0.36 -0.16 -0.30
H -3.792768 2.902239 -0.576860 0.17 0.15 0.02
H -3.296549 4.973072 -1.841994 0.17 -0.24 -0.06
H -1.913169 4.220409 -2.657162 -0.30 -0.05 0.15
H -3.585200 3.667623 -2.973928 0.25 0.04 0.16
Br 1.474683 -1.139483 -0.450538 1.03 0.14 -0.23
P -0.766474 -3.976569 -3.506905 0.96 -1.24 -1.76
C -1.209094 -2.245984 -3.910204 -0.14 0.15 0.30
C -0.971926 -1.962446 -5.397795 -0.07 0.23 -0.03
H -0.593402 -1.582896 -3.278032 -0.37 0.12 -0.23
H -2.277791 -2.132255 -3.669254 0.18 0.17 0.02
H -1.400782 -0.990448 -5.670257 0.10 -0.07 -0.05
H 0.100646 -1.927561 -5.623139 -0.21 -0.10 0.00
H -1.437027 -2.726262 -6.036874 0.17 0.19 0.27
C 0.827767 -3.822537 -2.611818 -0.12 0.27 0.30
C 1.740707 -5.037378 -2.771539 0.03 0.07 -0.11
H 0.613814 -3.612965 -1.555347 0.28 -0.13 -0.16
H 1.325855 -2.937793 -3.034637 -0.09 -0.12 0.12
H 2.692881 -4.853397 -2.253532 -0.24 -0.20 -0.10
H 1.272799 -5.943788 -2.363260 0.21 0.18 -0.13
H 1.955164 -5.195703 -3.839473 -0.08 -0.08 0.39
C -1.979400 -4.661635 -2.342943 -0.12 0.31 0.30
C -2.868204 -5.733672 -2.962863 -0.01 -0.06 0.15
H -2.611979 -3.823664 -2.079101 -0.17 -0.20 0.23
H -1.446090 -5.004082 -1.442134 -0.25 0.00 -0.15
H -3.528063 -6.134881 -2.189065 0.01 -0.14 -0.15
H -3.499373 -5.303859 -3.748909 0.18 -0.12 0.05
H -2.272839 -6.540266 -3.393215 -0.13 0.01 0.02
C 0.212089 3.910102 0.834275 -0.55 0.71 -0.48
N 0.983755 2.764363 1.242099 0.20 -1.33 0.40
C 2.377449 2.761761 1.296088 -1.38 -0.55 0.13
C 2.739292 1.579821 1.844761 -0.77 -0.16 0.28
N 1.588503 0.883851 2.158176 -0.65 0.80 -0.98
C 1.614567 -0.406866 2.806404 0.14 -0.57 0.29
C 0.476792 1.558757 1.706001 2.06 0.50 0.18
Se -1.327721 0.963520 1.687167 0.41 0.95 -0.01
H 0.743186 4.830606 1.104065 -0.16 -0.32 0.11
H -0.768733 3.882151 1.324911 0.37 0.08 -0.08
H 0.072324 3.928027 -0.255411 0.02 -0.05 0.32
H 2.965207 3.586583 0.953744 0.08 0.24 -0.07
H 3.705691 1.166728 2.048364 0.21 0.00 0.16
H 1.894825 -1.167516 2.066818 -0.14 0.21 0.41
H 2.383214 -0.380855 3.591742 -0.42 -0.01 -0.14
H 0.624710 -0.613023 3.229713 0.37 -0.03 -0.07
```
Positions in Å, forces in eV/Å.

Atomic partial charges in e from the Mulliken method, atoms 1 to 8: number 1, C, carries -0.494; number 2, C, carries 0.631; number 3, C, carries -0.323; number 4, C, carries -0.419; number 5, N, carries -0.531; number 6, C, carries -0.288; number 7, C, carries 0.123; number 8, C, carries -0.681

=====

2.
C20H25BrCuN2O2Si as an isolated structure in a non-equilibrium geometry, computed with ωB97M-V/def2-TZVPD.

LUMO energy (spin up / spin down)   -1.54 / -1.76 eV
Gap between HOMO and LUMO (spin up / spin down)   5.85 / 5.63 eV
Spin multiplicity   2
Net charge   0

XYZ file:
```
52
Properties=species:S:1:pos:R:3:forces:R:3
Cu -0.067995 -0.401517 -0.089567 -0.12 -1.07 0.30
O 3.037966 -2.386971 2.014221 -0.34 0.25 -0.51
C 2.632956 -2.328360 3.268019 -0.72 0.79 0.60
C 3.352332 -2.910777 4.311323 -0.32 0.03 -0.01
C 2.787050 -2.906220 5.575180 0.19 -0.27 0.65
C 1.547240 -2.334877 5.862925 0.37 -0.08 0.26
C 0.878366 -1.659951 4.858414 -0.22 0.04 -0.26
C 1.419094 -1.614054 3.582591 1.07 -1.00 0.18
C 0.753866 -0.961682 2.437459 -0.75 0.85 0.12
O 0.907146 -1.640301 1.279869 -1.16 -0.03 -1.49
N 1.361920 0.426095 2.217005 -1.32 -0.27 0.45
N 0.948626 0.865381 0.968487 2.09 3.89 0.67
C 1.274277 2.131302 0.706743 -0.03 -2.72 1.74
C 1.024085 2.695516 -0.566740 -1.20 2.21 -1.69
Br 0.463346 1.276132 -1.860772 0.37 1.11 0.06
C 0.872476 4.042078 -0.903615 0.03 -2.74 0.89
C 0.570894 4.519611 -2.232457 -0.54 -0.06 -1.98
C 1.173914 4.008260 -3.411361 -0.11 0.47 0.84
C 0.756145 4.443729 -4.657555 -0.18 0.22 -0.08
C -0.275380 5.378492 -4.792320 -0.09 -0.26 0.31
C -0.891379 5.883660 -3.639268 0.03 0.05 -0.79
C -0.479363 5.443616 -2.403108 0.44 -0.21 1.33
H 2.146525 -2.038502 1.472495 1.23 -0.68 0.13
H 4.305051 -3.391826 4.106850 -0.18 0.05 0.03
H 3.333594 -3.391310 6.387115 -0.15 0.09 -0.20
H 1.127956 -2.412289 6.862833 0.10 0.06 -0.17
H -0.096836 -1.204765 5.064470 0.31 -0.05 -0.15
H -0.325490 -0.808302 2.653330 0.18 0.04 0.11
H 0.933746 1.030742 2.934548 0.65 -0.07 -0.25
H 1.835071 2.667453 1.506316 -0.54 -0.10 -0.83
H 0.777592 4.795191 -0.110846 0.53 -0.52 0.00
H 1.991421 3.298756 -3.341527 -0.06 0.07 0.04
H 1.254405 4.044135 -5.532528 -0.11 0.04 -0.03
H -0.635881 5.654053 -5.785686 0.22 0.07 0.35
H -1.686091 6.624739 -3.721515 0.13 -0.28 0.03
H -0.976998 5.760508 -1.476311 0.09 0.18 -0.55
C -1.051307 -3.921977 -1.045811 0.31 -0.29 -0.10
Si -2.257782 -2.524043 -1.375020 -0.39 -0.75 -0.38
C -3.987011 -3.248985 -1.114968 -0.31 0.28 0.17
C -2.236765 -1.962513 -3.159353 0.20 0.12 -0.78
C -1.871522 -1.087268 -0.305792 -0.19 0.22 0.79
H -1.079420 -4.711382 -1.839525 -0.02 0.58 0.67
H -1.316526 -4.380345 -0.063905 0.37 0.22 -0.65
H -0.019889 -3.511354 -0.993558 -0.51 -0.41 0.09
H -4.151317 -4.055660 -1.859417 0.01 0.41 0.41
H -4.768681 -2.460298 -1.253603 0.48 -0.69 0.13
H -4.080060 -3.681067 -0.097573 -0.09 0.22 -0.53
H -2.687436 -2.710813 -3.850044 0.31 0.40 0.47
H -1.195731 -1.779711 -3.502631 -0.55 0.00 0.08
H -2.815769 -1.024171 -3.278094 0.31 -0.39 0.04
H -2.041432 -1.339835 0.772722 0.01 0.21 -0.63
H -2.470996 -0.198323 -0.578447 0.15 -0.26 0.15
```
Positions in Å, forces in eV/Å.

Atomic partial charges in e from the natural (NBO) method, atoms 1 to 8: number 1, Cu, carries 1.171; number 2, O, carries -0.701; number 3, C, carries 0.365; number 4, C, carries -0.298; number 5, C, carries -0.175; number 6, C, carries -0.291; number 7, C, carries -0.194; number 8, C, carries -0.127

=====

3.
C20H25NO3S as an isolated structure in a non-equilibrium geometry, computed with ωB97M-V/def2-TZVPD.

LUMO energy   0.59 eV
Gap between HOMO and LUMO   8.45 eV
Net charge   0
Energy relative to the best compared isomer or geometry (same formula, charge and spin)   429.51 kcal/mol

XYZ file:
```
50
Properties=species:S:1:pos:R:3:forces:R:3
C -5.676020 -1.912833 -0.034448 -0.47 -8.41 -13.54
H -6.054966 -1.567154 -1.040174 -0.99 -0.69 0.23
H -6.333329 -2.096588 0.578003 -7.19 -2.48 6.08
H -5.060733 -2.825636 -0.375762 -1.00 -0.01 0.52
O -4.945027 -1.078908 0.341950 5.67 10.78 11.40
C -3.995257 -0.436263 -0.157331 3.20 4.90 0.17
C -3.638685 -0.851407 -1.314101 5.87 2.52 -8.01
C -2.481473 -0.096288 -2.216716 -2.15 0.24 4.85
C -1.824339 0.924159 -1.558403 -1.62 -3.13 0.95
C -2.140826 1.255755 -0.202723 -3.53 -0.43 0.55
C -3.288146 0.877050 0.472536 0.26 -6.87 -7.94
O -3.744849 1.062621 1.614426 -0.74 -0.05 3.38
C -2.804114 1.633480 2.381114 -4.17 8.80 3.95
H -2.848104 2.937415 2.172202 0.59 -3.45 0.05
H -3.246130 1.754610 3.373959 -0.28 -0.44 0.14
H -1.857361 1.441595 2.628138 3.98 -2.22 -0.86
H -1.606794 1.933179 0.350360 1.81 1.74 0.73
C -0.572132 1.449217 -1.993337 1.19 4.55 -6.60
H -0.256527 1.160949 -3.117987 -1.34 0.32 2.11
H -0.683526 2.626783 -2.092650 0.22 -2.01 0.03
C 0.635866 1.243438 -1.256940 4.54 -0.29 6.29
N 0.533215 0.004124 -0.478186 3.31 -1.16 -12.55
C 0.338621 -0.238572 0.701775 -1.63 0.81 6.70
O 0.199386 0.537315 1.693574 0.37 -1.09 -1.67
C 0.055076 -1.646020 0.706533 1.95 -4.99 7.67
H -0.923305 -1.963731 0.758221 -2.53 0.05 -0.61
H 0.281112 -2.212421 1.994660 -0.57 2.23 -3.18
S 0.965792 -2.854933 -0.125424 -0.09 -1.33 -1.46
C 2.535397 -2.942177 0.741501 1.47 1.72 -3.72
C 3.237525 -1.588577 0.510111 -0.50 0.67 -0.39
C 3.274664 -0.532251 1.439520 -4.29 -11.56 3.82
C 3.718676 0.608194 1.159774 0.79 8.24 6.98
C 4.217595 1.079308 0.051564 -0.05 -2.78 -3.23
C 4.115300 -0.001551 -1.036441 2.63 7.39 -1.11
C 3.617297 -1.217626 -0.811447 0.06 4.48 9.53
H 3.645325 -1.646152 -1.602597 -0.37 -6.85 -9.06
H 4.507573 0.425063 -2.169009 -1.22 -1.67 3.23
C 4.692745 2.453496 0.089764 -5.47 1.58 -7.74
H 5.568884 2.648924 0.440570 5.00 1.07 3.45
H 3.827058 3.286812 0.227951 2.26 -2.09 0.03
H 5.021639 2.532294 -1.060360 -0.84 0.73 1.78
H 3.641792 1.402124 2.350268 0.43 -1.95 -4.00
H 2.825428 -0.976624 2.502928 1.33 2.04 -2.55
H 2.478833 -3.313301 1.710202 -0.12 -0.50 1.77
H 3.074683 -3.612665 0.030226 -0.27 -0.12 0.99
H 0.804723 -0.925826 -1.300419 -1.27 2.83 3.84
H 0.754152 1.807597 -0.260980 -0.34 1.07 -1.84
H 1.745635 1.253863 -1.681154 -2.76 0.18 0.06
H -2.131156 -0.359029 -3.179864 -0.20 -0.70 -0.82
H -4.201177 -1.442840 -1.955378 -0.91 -1.65 -0.41
```
Positions in Å, forces in eV/Å.

Atomic partial charges in e from the natural (NBO) method, atoms 1 to 8: number 1, C, carries -0.139; number 2, H, carries 0.125; number 3, H, carries 0.163; number 4, H, carries 0.120; number 5, O, carries -0.446; number 6, C, carries 0.270; number 7, C, carries -0.334; number 8, C, carries -0.192